1.
{"formula": "C19H28N2O5", "method": "ωB97M-V/def2-TZVPD", "total_energy_ha": -1226.5798, "orbital_gap_ha": 0.351, "largest_force_ev_per_a": 0.63, "smiles": "CCCOc1ccc(C(=O)NCCC(=O)NCCCC(=O)OCC)cc1", "relative_energy_kcal_mol": 11.98, "spin_multiplicity": 1, "elements": ["O", "O", "O", "O", "O", "N", "N", "C", "C", "C", "C", "C", "C", "C", "C", "C", "C", "C", "C", "C", "C", "C", "C", "C", "C", "C", "H", "H", "H", "H", "H", "H", "H", "H", "H", "H", "H", "H", "H", "H", "H", "H", "H", "H", "H", "H", "H", "H", "H", "H", "H", "H", "H", "H"], "xyz": [[1.9136, 0.7206, 1.9257], [-0.5929, -1.9115, 0.3031], [0.2549, -3.9826, 0.1280], [-3.6064, 1.9049, -0.9322], [4.2768, 0.2107, -2.2010], [3.5990, -0.5327, -0.1843], [2.5973, 2.3190, 0.4963], [2.8715, -1.6610, -0.7304], [-2.3756, 1.8167, -0.3760], [-1.0374, -2.1769, 1.6345], [4.1910, 0.3628, -0.9984], [-1.3080, 2.0920, -1.2372], [3.9963, 2.1811, 0.8315], [0.1067, -2.0733, 2.6329], [-4.7411, 1.4631, -0.2126], [1.5783, -1.2182, -1.4273], [-2.1024, 1.4959, 0.9521], [-0.0078, 2.0427, -0.7902], [-4.8238, -0.0630, -0.1218], [-4.9853, -0.6930, -1.4995], [4.8155, 1.5800, -0.3152], [1.6462, 1.5355, 1.0515], [0.6170, -2.3872, -1.6489], [-0.7950, 1.4367, 1.3905], [0.2675, 1.7105, 0.5365], [0.0871, -2.8781, -0.3188], [-4.1626, -0.3947, -2.1448], [4.0415, 1.5506, 1.7230], [-0.5796, 1.1754, 2.4156], [5.7974, 1.2876, 0.0624], [-1.5329, 2.3326, -2.2643], [-1.7988, -1.4186, 1.8274], [-5.9176, -0.3733, -1.9596], [3.5191, -2.1671, -1.4512], [-1.4867, -3.1755, 1.6673], [-5.5893, 1.8453, -0.7873], [0.7932, 2.2190, -1.4939], [-5.6716, -0.3242, 0.5141], [4.9717, 2.3239, -1.0992], [-0.2275, -2.0495, -2.2512], [-0.2856, -2.1281, 3.6445], [0.8037, -2.8941, 2.4833], [1.8351, -0.7592, -2.3825], [4.4035, 3.1647, 1.0880], [-3.9147, -0.4487, 0.3438], [-4.9899, -1.7773, -1.4231], [1.1154, -3.2140, -2.1547], [1.0759, -0.4716, -0.8098], [3.3870, -0.2875, 0.7722], [2.6483, -2.3434, 0.0907], [2.3513, 2.9607, -0.2394], [-4.7690, 1.9170, 0.7857], [0.6370, -1.1321, 2.5031], [-2.8973, 1.2877, 1.6510]], "forces_ev_per_angstrom": [[-0.034, -0.114, 0.245], [-0.045, 0.346, -0.094], [0.010, -0.122, 0.178], [0.290, 0.102, -0.187], [-0.006, -0.060, -0.434], [-0.030, -0.208, 0.239], [0.079, 0.189, -0.195], [-0.167, 0.124, -0.296], [0.308, 0.026, -0.075], [-0.026, -0.283, 0.476], [0.273, 0.335, 0.458], [-0.258, 0.000, -0.024], [0.289, -0.150, 0.041], [-0.148, 0.005, -0.353], [-0.346, -0.336, 0.400], [0.101, -0.113, -0.017], [-0.342, 0.029, -0.049], [-0.030, -0.001, 0.227], [0.087, 0.299, -0.284], [0.068, 0.019, 0.208], [-0.146, 0.048, -0.054], [0.026, 0.203, -0.083], [0.052, 0.137, 0.185], [0.314, 0.058, -0.124], [-0.309, -0.090, 0.024], [0.097, -0.200, -0.524], [0.047, -0.024, -0.111], [0.013, 0.172, -0.084], [0.022, -0.063, 0.089], [0.050, 0.037, -0.029], [-0.028, 0.015, -0.123], [0.041, -0.090, -0.047], [-0.096, 0.006, -0.101], [-0.083, -0.082, 0.120], [-0.018, 0.191, -0.019], [0.066, -0.012, 0.124], [0.072, 0.002, -0.080], [0.029, 0.011, 0.091], [0.017, -0.104, 0.004], [-0.021, -0.052, -0.034], [-0.037, -0.018, 0.151], [0.049, -0.069, 0.038], [-0.021, 0.041, 0.037], [-0.017, -0.158, 0.050], [-0.046, -0.011, 0.124], [-0.014, -0.098, -0.077], [-0.100, -0.036, 0.035], [0.045, -0.017, -0.066], [0.050, 0.088, -0.037], [0.066, -0.031, 0.001], [-0.124, -0.020, 0.106], [0.016, 0.031, -0.123], [0.006, 0.074, 0.049], [-0.090, -0.025, 0.024]]}

---

2.
{"formula": "C13H24BBaF3O19S", "method": "ωB97M-V/def2-TZVPD", "total_energy_ha": -2687.8039, "orbital_gap_ha": 0.357, "largest_force_ev_per_a": 2.61, "spin_multiplicity": 1, "elements": ["Ba", "S", "F", "F", "F", "O", "O", "O", "O", "O", "O", "O", "O", "O", "O", "O", "O", "O", "O", "O", "O", "O", "O", "O", "C", "C", "C", "C", "C", "C", "C", "C", "C", "C", "C", "C", "C", "B", "H", "H", "H", "H", "H", "H", "H", "H", "H", "H", "H", "H", "H", "H", "H", "H", "H", "H", "H", "H", "H", "H", "H", "H"], "xyz": [[-0.2647, -0.8513, 0.7016], [-1.3403, -1.4370, -2.5396], [-3.5035, -1.3924, -3.9944], [-2.1204, 0.2530, -4.4000], [-1.6285, -1.8201, -5.0529], [-1.8140, -2.7197, -2.1548], [-0.5823, 4.3302, -1.0922], [2.3435, -2.7870, 1.3889], [-2.6277, 3.6458, 2.4582], [0.6860, 4.9381, -2.9115], [0.0514, -1.5125, -3.0341], [1.6509, 2.9626, -0.0550], [-2.3555, 4.5528, 0.4224], [0.9607, -2.8199, -0.9592], [-2.1943, 2.5517, -0.7174], [-0.8081, 0.4666, 3.6983], [-2.0910, 5.6485, -3.9191], [-0.2357, -2.8897, 2.8392], [1.4445, 1.1062, 1.9294], [-2.1001, 1.0634, 0.9375], [-1.8371, -2.9752, 0.5849], [1.1806, 0.3049, -1.2150], [-1.7002, -0.3441, -1.6697], [-2.6720, 4.6195, -2.0261], [2.3789, -3.0486, -0.9618], [-2.2419, -1.1010, -4.0846], [2.7127, -3.6886, 0.4000], [1.3977, 1.2985, 3.3265], [-2.2587, 2.2306, 0.4981], [-1.1034, -3.9868, 2.6370], [2.4047, 2.3662, -1.1513], [-2.5344, 3.5816, 1.2865], [-0.0205, 1.6621, 3.7656], [2.5007, 0.8332, -1.1132], [-0.3633, 4.7867, -2.3664], [-1.2831, -4.1978, 1.1577], [-1.7643, 5.0796, -2.9318], [-2.0055, 4.0910, -0.8645], [-1.5536, 0.5928, 3.0907], [-0.3752, 2.4236, 3.0835], [-0.6313, -4.8984, 3.0020], [1.0617, -0.3511, -1.9328], [2.0704, 2.1270, 3.5756], [2.1190, -4.6138, 0.4518], [-0.5663, -2.4341, 3.6216], [-1.8536, -3.2704, -0.3722], [2.9910, 0.4300, -0.2071], [2.6832, -3.7509, -1.7449], [2.9081, -2.1162, -1.1005], [1.0283, 3.5647, -0.4317], [0.7621, -2.5446, -1.8728], [-0.2497, -4.2763, 0.7381], [-0.0451, 2.0697, 4.7929], [3.4586, 2.6750, -1.0965], [1.7349, 0.3958, 3.7911], [1.5188, 1.9908, 1.4576], [2.0218, 2.6702, -2.1320], [-1.9287, -5.0378, 0.9288], [3.1522, 0.6590, -1.9703], [1.7029, -3.2667, 1.9137], [3.8131, -3.9694, 0.4314], [-2.0847, -3.8702, 3.1650]], "forces_ev_per_angstrom": [[0.375, 0.666, 0.341], [0.330, 0.803, -2.063], [-0.758, -0.281, -0.172], [-0.165, -1.918, 0.254], [-0.927, 0.491, 0.265], [-0.701, -1.835, 0.897], [1.366, 0.312, -1.378], [-0.278, 0.265, 0.839], [-0.625, 0.348, 1.540], [-0.201, -0.170, 0.459], [-0.278, 0.806, 0.712], [1.614, -1.524, -0.428], [-1.090, 0.982, 1.004], [0.906, -0.299, -0.047], [0.455, 0.358, -1.626], [-0.280, -0.259, -0.472], [0.645, 0.002, -0.381], [-0.221, 0.553, 0.259], [-0.062, 0.515, -1.005], [-0.312, 2.234, 0.134], [0.115, -2.174, -0.999], [0.259, -0.584, -0.232], [0.658, -0.073, 0.482], [0.413, -0.012, 0.096], [-0.084, -1.042, 0.952], [1.676, 1.784, -0.893], [1.081, -0.398, -2.111], [-0.391, 1.462, 0.046], [-0.363, -1.355, 0.941], [-1.116, -1.153, -0.010], [0.508, -0.244, 0.878], [1.538, -1.530, -0.732], [0.667, -0.499, 0.309], [-0.404, 1.119, 0.274], [-0.405, -0.209, 0.745], [0.827, 1.702, 0.176], [-1.526, -0.069, 0.686], [0.272, -0.953, -1.174], [-0.002, 0.467, 0.232], [-0.374, 0.180, -0.081], [0.006, -0.117, 0.347], [0.129, 0.477, -0.131], [0.048, -0.164, 0.269], [0.234, 0.105, 0.106], [0.391, 0.273, 0.095], [-0.459, 1.348, 0.587], [-0.208, 0.374, -0.279], [-0.211, 0.116, -0.114], [0.275, 0.366, 0.052], [-1.038, 0.802, -0.404], [-0.489, -0.015, -0.126], [-0.770, -0.538, 0.007], [0.014, -0.266, -0.381], [-0.230, 0.420, 0.093], [0.200, -0.556, 0.416], [-0.143, -1.120, 0.207], [-0.204, 0.042, 0.347], [0.118, -0.254, -0.003], [-0.219, -0.682, -0.194], [-0.204, 0.370, 0.713], [-1.172, 0.417, 0.132], [0.792, 0.136, -0.454]]}

---

3.
{"formula": "C39H67BrO13S5", "method": "ωB97M-V/def2-TZVPD", "total_energy_ha": -7068.9886, "orbital_gap_ha": 0.311, "largest_force_ev_per_a": 4.85, "smiles": "CCC(=O)OCC[C@@H]1COC[C@]1(CCCBr)Cc1ccccc1.O=S1(=O)CCCC1.O=S1(=O)CCCC1.O=S1(=O)CCCC1.O=S1(=O)CCCC1.O=S1(=O)CCCC1", "relative_energy_kcal_mol": 0.00, "spin_multiplicity": 1, "elements": ["Br", "S", "S", "S", "S", "S", "O", "O", "O", "O", "O", "O", "O", "O", "O", "O", "O", "O", "O", "C", "C", "C", "C", "C", "C", "C", "C", "C", "C", "C", "C", "C", "C", "C", "C", "C", "C", "C", "C", "C", "C", "C", "C", "C", "C", "C", "C", "C", "C", "C", "C", "C", "C", "C", "C", "C", "C", "C", "H", "H", "H", "H", "H", "H", "H", "H", "H", "H", "H", "H", "H", "H", "H", "H", "H", "H", "H", "H", "H", "H", "H", "H", "H", "H", "H", "H", "H", "H", "H", "H", "H", "H", "H", "H", "H", "H", "H", "H", "H", "H", "H", "H", "H", "H", "H", "H", "H", "H", "H", "H", "H", "H", "H", "H", "H", "H", "H", "H", "H", "H", "H", "H", "H", "H", "H"], "xyz": [[-1.3917, 2.2650, -0.7977], [8.8408, 0.3414, 2.6591], [-6.6723, 1.4810, 1.5922], [-0.5284, 0.3172, 4.0216], [-4.0500, 5.5543, -0.7220], [0.3100, -4.6592, 2.5024], [1.8350, -4.0160, -2.7464], [-4.0792, 4.2660, -1.3762], [-0.1708, -0.4502, 2.8477], [9.6393, 0.0871, 3.8357], [4.9060, 1.1215, -4.0488], [-0.0600, -4.0305, 1.2554], [-5.7532, 0.4141, 1.2622], [-4.2392, 5.6994, 0.7042], [2.6149, 0.7977, -3.9639], [-7.0659, 1.7652, 2.9539], [-0.6270, -4.8220, 3.5917], [0.4666, 0.9106, 4.8860], [8.0021, -0.6736, 2.0619], [4.2387, -0.1548, -2.0479], [-1.9778, -6.2195, -0.9703], [8.7504, 2.9505, 2.4858], [-2.7245, 0.3406, 5.4435], [2.4888, 0.0887, -5.2252], [-6.1117, 2.9999, 0.8314], [-3.1297, -5.5874, -0.1027], [-1.0551, -3.0224, -3.5949], [9.8932, 1.0534, 1.3989], [9.3888, 2.4808, 1.1771], [1.5051, -1.9900, -3.9374], [1.7939, -3.8799, 3.1252], [-1.3101, -5.3844, -2.1231], [-2.5483, 6.3938, -1.1929], [7.8600, 1.8038, 2.9462], [-2.9195, 7.1433, -2.4657], [-3.5895, -4.1439, -0.4407], [0.2433, -2.2670, -2.9504], [-0.9539, -0.6727, -1.1121], [-1.7129, 1.5791, 3.5650], [-4.3001, 7.7486, -2.2037], [-0.2442, -0.7867, -2.5565], [-5.1698, 6.6547, -1.5809], [1.3088, -1.0350, -5.2087], [3.9344, 0.6337, -3.4034], [-8.4584, 2.7108, 0.1285], [-1.7567, -3.9276, -2.4484], [-8.1467, 1.2980, 0.6039], [-2.9154, -3.3345, -1.5820], [-7.1140, 3.3175, -0.2790], [5.5166, 0.3734, -1.2328], [1.0841, -3.1210, -1.8480], [2.8859, -4.9508, 3.0849], [-3.0445, 1.1629, 4.1936], [1.9386, -3.5225, -4.1339], [2.5300, -5.9297, 1.9607], [-0.3565, 0.6138, -0.3106], [-1.6452, -0.6485, 5.0229], [1.0500, -6.2410, 2.1410], [6.9623, 1.7302, 2.3283], [-1.3620, 2.5320, 3.9649], [2.2867, -1.6092, -3.1984], [3.0744, -3.6583, -4.3190], [-0.7922, -1.6065, -0.4768], [-7.1903, 4.3949, -0.4445], [-1.7825, 1.6351, 2.4781], [4.4618, -1.2487, -2.3520], [3.4776, -0.3196, -5.6412], [-3.6086, -0.1710, 5.8293], [3.8707, -4.5028, 2.9347], [1.3543, -4.1449, -4.9169], [-2.3432, 0.9988, 6.2312], [-1.7470, 5.6693, -1.3387], [-8.9447, 0.8602, 1.2032], [-2.2878, 7.0868, -0.3897], [3.2729, -0.2123, -1.4182], [3.1388, -6.8353, 2.0042], [9.8231, 0.4558, 0.4894], [1.6169, -3.5221, 4.1400], [2.9114, -5.4872, 4.0392], [1.4675, -1.6594, -6.1558], [9.5307, 3.1412, 3.2298], [-0.4658, -5.9072, -2.6786], [-0.7814, -3.6957, -4.4760], [-2.0595, -1.4390, 4.3928], [-7.9054, 0.6439, -0.2371], [-9.1698, 2.7072, -0.7001], [-5.8876, 7.0668, -0.8705], [6.0988, -0.5687, -0.8964], [2.1322, 0.8718, -6.0016], [-2.9756, 6.4464, -3.3082], [-2.1807, 7.9094, -2.7097], [-2.0612, -0.4458, -1.2859], [-3.2210, -2.2528, -1.8324], [2.0334, -3.0395, 2.4713], [-5.6927, 6.0760, -2.3446], [-3.6091, 0.5465, 3.4864], [-8.8941, 3.2941, 0.9464], [0.8884, -6.8914, 3.0036], [1.8057, -2.4120, -1.2779], [10.2005, 3.1411, 0.8636], [2.6985, -5.4552, 0.9883], [0.5062, -3.5986, -0.9877], [8.6359, 2.4862, 0.3821], [-0.5207, 0.4150, 0.8025], [0.6421, -0.0632, -2.5970], [-1.8429, -2.2628, -3.9529], [-4.4115, -3.6034, 0.1578], [6.2139, 1.0544, -1.8211], [-4.7516, 8.1371, -3.1194], [0.2673, -0.5617, -5.2718], [-1.1081, -1.0829, 5.8659], [10.9190, 1.0449, 1.7714], [-3.6526, -6.1160, 0.7716], [5.1344, 0.8474, -0.2490], [-4.2041, 8.5856, -1.5045], [-6.1030, 3.7780, 1.5966], [-3.6582, 2.0350, 4.4299], [8.1799, 3.8718, 2.3509], [0.5883, -6.6727, 1.2531], [-5.1058, 2.8565, 0.4360], [-1.0104, -0.3815, -3.3250], [-1.6330, -7.2872, -0.7060], [-6.7794, 2.8642, -1.2178], [0.7597, 0.7661, -0.4955], [7.5869, 1.8678, 3.9992]], "forces_ev_per_angstrom": [[0.676, -0.807, 0.236], [-0.246, -0.134, -0.020], [0.119, -0.002, -0.265], [-0.289, -0.098, 0.061], [0.292, 0.224, 0.196], [-0.202, -0.035, 0.163], [-0.832, -0.104, 0.290], [-0.123, 0.077, 0.297], [0.409, 0.132, 0.223], [-0.206, -0.173, -0.233], [-3.725, -1.931, 2.440], [-0.111, -0.035, 0.307], [-0.122, 0.080, 0.466], [-0.112, -0.403, -0.251], [2.229, -1.759, 1.093], [0.210, -0.270, -0.071], [-0.103, 0.201, -0.382], [0.116, -0.191, -0.311], [0.291, -0.008, 0.321], [-0.865, -0.343, -0.427], [-1.474, 3.572, -0.197], [0.112, 0.127, 0.046], [-0.040, 0.153, 0.124], [-1.527, 0.334, -2.246], [0.207, 0.381, -0.165], [1.548, 2.327, -2.992], [-0.125, -1.035, 1.262], [0.358, 0.221, -0.452], [-0.050, 0.174, -0.165], [-0.758, -1.787, 0.040], [0.527, 0.270, 0.169], [-2.537, 0.848, 2.238], [0.405, 0.193, -0.216], [-0.204, 0.447, 0.100], [-0.015, -0.014, -0.177], [2.587, -0.966, -1.851], [0.047, 1.848, -0.171], [0.616, 1.419, -0.376], [-0.355, 0.396, -0.183], [0.031, 0.253, -0.057], [-0.424, 0.108, 0.748], [-0.426, 0.357, -0.266], [1.222, -0.414, 0.454], [3.106, 1.708, -2.214], [-0.098, 0.181, 0.027], [-1.733, -1.860, 2.454], [-0.467, -0.026, -0.223], [1.403, -3.032, 0.205], [-0.003, -0.011, -0.225], [-0.451, -0.848, 0.908], [-0.498, 1.598, -0.897], [0.190, -0.129, 0.073], [-0.272, -0.079, -0.066], [1.410, 0.818, 0.755], [0.140, 0.075, -0.070], [-0.240, -1.798, 0.608], [-0.306, -0.247, 0.288], [0.261, -0.426, -0.183], [0.076, -0.081, 0.056], [0.117, -0.150, -0.028], [-1.010, -0.055, -1.338], [-1.851, 0.351, -0.232], [-0.328, 1.273, -0.806], [0.033, -0.087, 0.028], [0.178, 0.015, 0.058], [-0.503, 1.741, 0.162], [-1.369, 0.496, 1.081], [0.094, 0.035, -0.035], [-0.105, -0.029, 0.038], [0.644, 1.013, 1.481], [-0.012, -0.095, -0.021], [-0.137, -0.085, 0.145], [0.181, -0.058, 0.059], [-0.069, -0.119, 0.001], [1.580, 0.221, -0.867], [-0.062, 0.076, -0.028], [0.014, -0.105, 0.215], [-0.172, 0.048, -0.190], [-0.009, 0.036, -0.088], [-0.308, 0.916, 1.184], [-0.098, -0.013, -0.022], [-1.234, 1.035, 0.682], [-0.308, 0.875, 1.232], [0.118, 0.051, -0.002], [0.046, 0.016, 0.117], [0.037, -0.015, 0.088], [0.060, -0.221, 0.013], [-0.786, 1.658, -0.579], [0.742, -1.140, 1.237], [0.058, 0.038, 0.079], [-0.052, -0.093, 0.020], [1.498, -0.646, 0.609], [0.313, -2.011, 0.625], [-0.181, -0.054, 0.034], [0.094, -0.068, 0.127], [0.035, 0.075, 0.056], [-0.005, -0.090, -0.049], [-0.067, 0.108, -0.045], [-0.879, -0.859, -1.123], [-0.077, -0.085, 0.007], [-0.040, -0.071, 0.046], [0.638, -0.105, -1.766], [0.057, -0.005, 0.078], [0.244, 0.638, -1.601], [-1.105, -1.046, 0.134], [1.382, -1.106, 0.547], [1.463, -1.150, -0.995], [-1.204, -0.900, 0.729], [0.017, -0.036, 0.110], [1.611, -0.611, 0.304], [0.128, 0.025, -0.169], [-0.139, -0.096, 0.068], [1.092, 0.714, -1.611], [0.803, -0.434, -1.728], [-0.006, -0.085, -0.054], [0.031, -0.165, 0.009], [0.055, -0.085, -0.068], [0.049, -0.083, 0.036], [-0.134, 0.148, 0.079], [-0.075, -0.057, 0.193], [1.414, -0.811, 1.019], [-0.519, 1.968, -0.685], [0.008, 0.057, 0.091], [-1.668, 0.015, 0.075], [0.028, -0.199, -0.066]]}